[1]
Molecular formula: C9H11IO
Method: DFT, wB97M-V/def2-TZVPD

XYZ file:
```
22
Properties=species:S:1:pos:R:3
C 1.094 -1.493 -1.421
C 0.398 -2.251 -0.620
C 0.803 -2.452 0.703
C 0.978 -1.402 1.493
C 1.096 -0.005 1.111
C 0.203 0.778 0.435
C -1.066 0.598 -0.130
C -2.094 0.194 0.562
I -3.978 -0.219 -0.345
O 0.639 2.102 0.307
C -0.101 2.918 -0.616
H 2.003 -0.995 -1.033
H 0.622 -1.429 -2.458
H -0.578 -2.634 -1.032
H 0.712 -3.423 1.227
H 1.201 -1.294 2.644
H 1.887 0.573 1.442
H -1.236 0.728 -1.275
H -1.982 0.188 1.694
H 0.217 2.631 -1.612
H 0.308 3.886 -0.608
H -1.127 3.001 -0.467
```

Summary:
energy above the lowest of the compared OMol25 structures with the same formula, charge and spin	38.9	kcal/mol
2S+1	1
frontier orbital gap	8.3	eV
structure (SMILES)	C=C\C=C/C=C(\C=C\I)OC
total charge	0

=====

[2]
Molecular formula: C11H27BiClIO2P2
Method: DFT, wB97M-V/def2-TZVPD

XYZ file:
```
45
Properties=species:S:1:pos:R:3
C 3.807 1.313 -2.096
C 3.117 0.424 -1.128
H 4.911 1.156 -2.180
H 3.621 2.360 -1.789
H 3.348 1.176 -3.094
O 3.397 -0.457 -0.378
I -0.271 3.026 -2.966
Bi 0.566 1.041 -1.191
P -0.335 -1.424 -2.329
C -0.083 -3.027 -1.484
C -2.100 -1.580 -2.832
H -2.172 -2.419 -3.544
H -0.106 -2.415 -4.522
H -2.431 -0.652 -3.327
H 0.657 -0.791 -4.452
H -0.299 -2.911 -0.413
H -2.746 -1.784 -1.963
C 0.520 -1.743 -3.917
H -0.759 -3.772 -1.926
H 1.484 -2.227 -3.703
H 0.954 -3.351 -1.639
P 0.573 2.102 1.540
C 1.128 1.101 2.959
C 1.678 3.544 1.687
H -1.446 3.483 1.506
H -0.752 3.331 3.154
H -1.692 1.969 2.440
C -0.990 2.788 2.226
H 1.641 4.124 0.756
H 1.330 4.171 2.516
H 0.789 1.588 3.880
H 2.221 1.042 2.956
H 2.696 3.189 1.893
H 0.689 0.098 2.892
Cl -1.915 0.986 -0.451
C -1.722 -1.371 3.311
C -1.554 -1.474 1.818
C -2.783 -1.797 1.021
O -0.451 -1.272 1.303
H -2.514 -2.046 3.680
H -2.000 -0.335 3.561
H -0.759 -1.602 3.791
H -3.097 -0.873 0.528
H -2.544 -2.542 0.258
H -3.610 -2.145 1.648
```

Summary:
energy above the lowest of the compared OMol25 structures with the same formula, charge and spin	50.3	kcal/mol
2S+1	1
frontier orbital gap (alpha / beta)	5.6 / 5.6	eV
total charge	+2

=====

[3]
Molecular formula: C15H33Cl10FGaNO2P
Method: DFT, wB97M-V/def2-TZVPD

XYZ file:
```
64
Properties=species:S:1:pos:R:3
C 3.431 1.442 -1.202
C 2.873 2.352 -2.385
O 3.318 3.511 -2.518
N 1.920 1.766 -3.259
C 1.653 2.599 -4.455
Ga 0.304 1.175 -2.358
C -0.998 2.672 -1.826
C -2.379 2.670 -2.640
F -2.447 3.881 -3.416
P -0.670 -0.498 -3.682
O -0.614 -0.078 -5.178
H 4.528 1.641 -1.053
H 3.357 0.371 -1.562
H 2.827 1.564 -0.263
H 2.575 2.522 -5.120
H 0.751 2.215 -5.015
H 1.492 3.692 -4.234
H 0.789 0.473 -0.990
H -1.297 2.463 -0.746
H -0.581 3.717 -1.883
H -2.528 1.756 -3.273
H -3.229 2.701 -1.891
H 0.008 -1.757 -3.486
H -2.057 -0.674 -3.334
Cl 0.006 0.650 3.091
C -1.418 -0.332 2.659
C -1.042 -1.557 1.857
Cl -0.462 -1.137 0.225
H -2.115 0.304 2.113
H -1.893 -0.629 3.600
H -1.917 -2.197 1.729
H -0.266 -2.139 2.353
Cl 4.952 3.211 0.784
C 6.128 3.226 2.119
C 7.235 2.214 1.916
Cl 6.649 0.538 2.055
H 5.587 3.046 3.049
H 6.550 4.232 2.159
H 8.002 2.346 2.681
H 7.705 2.328 0.939
Cl -3.307 -2.061 4.809
C -2.763 -3.518 5.682
C -1.339 -3.896 5.339
Cl -1.186 -4.486 3.667
H -3.457 -4.327 5.454
H -2.840 -3.292 6.747
H -1.004 -4.705 5.991
H -0.658 -3.054 5.466
Cl -5.350 1.839 -3.210
C -6.134 3.436 -3.250
C -7.549 3.393 -2.715
Cl -8.651 2.498 -3.792
H -6.104 3.801 -4.277
H -5.525 4.101 -2.635
H -7.943 4.407 -2.632
H -7.590 2.930 -1.729
Cl 0.598 -5.067 1.105
C 1.141 -6.517 1.982
C 2.564 -6.897 1.633
Cl 2.711 -7.492 -0.040
H 0.445 -7.327 1.761
H 1.070 -6.287 3.046
H 2.902 -7.703 2.286
H 3.244 -6.054 1.752
```

Summary:
2S+1	1
frontier orbital gap	6.3	eV
total charge	-1

=====

[4]
Molecular formula: C11H13NO3Ru
Method: DFT, wB97M-V/def2-TZVPD

XYZ file:
```
29
Properties=species:S:1:pos:R:3
Ru -0.253 -0.203 0.779
N -0.044 2.325 3.752
C -0.221 1.628 2.673
O 0.250 0.432 2.570
C -0.946 2.109 1.440
C -0.128 1.719 0.209
H 0.449 1.924 4.543
H -0.387 3.272 3.837
H -1.291 3.145 1.461
H -1.896 1.527 1.412
H 0.939 1.950 0.250
H -0.570 1.995 -0.745
C 2.520 -3.235 0.135
C 1.201 -2.546 0.203
O 1.280 -1.282 0.359
C -0.048 -3.246 0.066
C -0.008 -4.649 -0.100
C -1.144 -5.384 -0.332
C -2.377 -4.737 -0.422
C -2.467 -3.368 -0.255
C -1.325 -2.622 -0.008
O -1.555 -1.280 0.119
H 3.319 -2.509 0.249
H 2.627 -3.749 -0.822
H 2.591 -3.983 0.926
H 0.943 -5.159 -0.049
H -1.081 -6.457 -0.448
H -3.275 -5.308 -0.617
H -3.417 -2.855 -0.315
```

Summary:
energy above the lowest of the compared OMol25 structures with the same formula, charge and spin	3.6	kcal/mol
2S+1	1
frontier orbital gap (alpha / beta)	6.6 / 6.6	eV
total charge	+2

=====

[5]
Molecular formula: C6H12F2N4O3
Method: DFT, wB97M-V/def2-TZVPD

XYZ file:
```
27
Properties=species:S:1:pos:R:3
N 2.270 -1.306 0.208
C 1.604 -0.279 0.757
N 0.703 -0.570 1.664
C -0.275 0.384 2.201
C -1.579 0.440 1.381
F -2.203 -0.754 1.473
F -2.387 1.332 1.952
C -1.372 0.906 -0.095
C -1.296 -0.267 -1.167
N -0.678 -1.502 -0.606
C -0.557 0.286 -2.424
O 0.620 -0.064 -2.592
O -1.179 1.082 -3.183
N 1.837 0.965 0.206
O 2.422 1.159 -1.132
H 3.051 -1.033 -0.398
H 2.377 -2.103 0.840
H -0.523 0.090 3.251
H 0.158 1.402 2.242
H -0.515 1.547 -0.163
H -2.236 1.520 -0.391
H -2.302 -0.465 -1.491
H -0.321 -1.341 0.345
H -1.321 -2.289 -0.607
H 0.162 -1.717 -1.138
H 1.688 1.774 0.784
H 1.852 0.801 -1.916
```

Summary:
2S+1	1
frontier orbital gap	9.2	eV
structure (SMILES)	N/C(=N/CC(F)(F)C[C@H]([NH3+])C(=O)[O-])NO
total charge	0

=====

Summary of calculated total energy in eV
-19654.66418; -60964.93053; -211283.64264; -21814.48878; -23952.79657
(order as listed above)